No. 1
Density functional theory data (ωB97M-V/def2-TZVPD) for 3 unconnected molecules or ions with the total composition C25H57N6O.

The geometry in ORCA input format:
```
! wB97M-V def2-TZVPD RIJCOSX def2/J DEFGRID3
* xyz 1 1
C 6.292 -2.184 2.467
O 5.542 -3.316 2.074
C 4.156 -3.076 2.003
C 3.529 -3.884 0.868
C 2.263 -3.212 0.328
C 2.556 -2.091 -0.699
C 2.108 -0.679 -0.276
C 0.829 -0.199 -0.965
C -0.452 -0.682 -0.278
C -0.941 0.263 0.819
C -2.414 0.064 1.189
C -2.631 -1.283 1.889
N -3.816 -2.015 1.418
N -4.883 -1.456 0.828
C -5.733 -2.437 0.545
N -5.265 -3.596 0.945
C -4.076 -3.325 1.492
N -3.207 -4.214 2.057
H 6.252 -1.409 1.697
H 7.317 -2.511 2.610
H 5.917 -1.776 3.410
H 3.954 -2.008 1.856
H 3.687 -3.363 2.952
H 4.282 -3.990 0.089
H 3.290 -4.883 1.233
H 1.700 -2.803 1.170
H 1.658 -3.984 -0.149
H 3.635 -2.068 -0.858
H 2.116 -2.352 -1.661
H 1.970 -0.654 0.808
H 2.906 0.029 -0.499
H 0.832 0.894 -0.974
H 0.833 -0.503 -2.012
H -1.253 -0.801 -1.014
H -0.253 -1.666 0.156
H -0.817 1.300 0.505
H -0.351 0.160 1.734
H -2.703 0.865 1.869
H -3.008 0.161 0.280
H -2.707 -1.164 2.967
H -1.793 -1.946 1.686
H -4.983 -0.467 0.659
H -6.684 -2.298 0.061
H -3.218 -4.324 3.054
H -2.710 -4.870 1.484
C 3.382 -0.326 -8.328
C 2.454 -0.974 -7.312
N 2.406 -0.254 -6.051
C 1.803 -1.007 -4.972
C 0.320 -1.385 -5.088
C 2.036 1.148 -6.142
C 0.699 1.498 -6.809
H 4.370 -0.162 -7.897
H 3.491 -0.978 -9.195
H 2.999 0.630 -8.686
H 2.822 -1.980 -7.096
H 1.459 -1.100 -7.768
H 1.955 -0.447 -4.044
H 2.381 -1.929 -4.856
H -0.334 -0.523 -4.958
H 0.065 -2.109 -4.308
H 0.092 -1.847 -6.048
H 2.830 1.672 -6.679
H 2.055 1.562 -5.130
H 0.579 0.991 -7.767
H 0.658 2.571 -7.003
H -0.157 1.248 -6.183
C -0.433 2.863 3.570
C -1.056 4.041 4.304
N -2.440 4.269 3.930
C -2.952 5.566 4.346
C -3.047 5.854 5.848
C -3.332 3.142 4.118
C -3.422 2.513 5.514
H -0.568 2.969 2.491
H 0.636 2.816 3.776
H -0.868 1.911 3.884
H -0.496 4.942 4.047
H -0.925 3.895 5.387
H -3.937 5.701 3.892
H -2.310 6.324 3.889
H -3.852 5.296 6.324
H -3.254 6.913 6.002
H -2.115 5.625 6.367
H -3.034 2.356 3.413
H -4.329 3.452 3.796
H -2.435 2.313 5.934
H -3.951 1.558 5.456
H -3.967 3.141 6.216
*
```

## Properties
E_LUMO = -3.268 eV
HOMO level = -9.629 eV
max |F| = 0.69 eV Å⁻¹



No. 2
Density functional theory data (ωB97M-V/def2-TZVPD) for a molecular structure, C25H58N2O2Si3Ti at a distorted geometry.

The geometry in ORCA input format:
```
! wB97M-V def2-TZVPD RIJCOSX def2/J DEFGRID3
* xyz 0 3
O 2.316 -0.553 -0.821
O 3.704 -3.587 -1.534
C 2.033 -0.638 -2.227
C 2.059 0.761 -2.796
H 1.041 -1.102 -2.381
H 2.745 -1.327 -2.692
H 1.634 1.427 -2.039
H 1.501 0.843 -3.740
H 3.090 1.091 -2.992
C 3.757 -0.268 -0.634
C 4.761 -0.594 -1.739
H 4.094 -0.755 0.293
H 3.829 0.809 -0.468
H 4.780 -1.644 -2.091
H 5.781 -0.380 -1.369
H 4.628 0.081 -2.606
C 3.424 -3.696 -0.140
C 2.627 -4.040 -2.343
C 4.711 -3.569 0.645
H 2.940 -4.669 0.088
H 2.725 -2.891 0.153
H 5.437 -4.309 0.288
H 4.503 -3.757 1.701
H 5.144 -2.567 0.547
C 3.021 -3.935 -3.800
H 1.734 -3.427 -2.128
H 2.375 -5.090 -2.113
H 3.110 -2.898 -4.131
H 2.250 -4.417 -4.402
H 3.970 -4.441 -3.992
H -2.433 1.630 -2.212
Ti -0.681 0.988 0.486
C -2.234 0.879 -2.910
Si -1.940 -0.666 -1.692
H -3.011 0.818 -3.676
H -1.238 1.170 -3.310
C -1.647 -1.888 -3.093
C -3.592 -1.069 -0.856
C -0.741 -1.268 -0.257
C -0.748 2.797 -0.442
Si 0.603 3.200 0.782
H -1.681 3.330 -0.192
H -0.523 3.070 -1.489
C 1.959 4.143 -0.085
C 1.344 1.465 1.266
C -0.067 4.156 2.251
H 0.333 -1.449 -0.422
H -1.202 -2.262 -0.040
H -0.830 -0.833 0.819
H -2.088 -1.420 -3.981
H -2.174 -2.818 -2.840
H -0.572 -2.056 -3.257
H -4.293 -0.228 -0.891
H -3.515 -1.394 0.194
H -4.016 -1.897 -1.443
H 2.341 1.582 0.810
H 1.084 0.424 0.830
H 1.415 1.319 2.344
H 0.789 4.525 2.834
H -0.744 3.583 2.903
H -0.633 5.013 1.845
H 2.650 4.541 0.673
H 1.497 4.972 -0.647
H 2.503 3.503 -0.798
C -4.175 2.811 -1.233
C -4.096 2.144 0.089
C -5.230 2.146 0.879
C -5.237 1.528 2.126
C -4.035 1.031 2.613
C -2.931 1.067 1.774
N -2.955 1.548 0.520
N -1.681 0.614 2.145
Si -1.335 -0.146 3.716
C -1.602 1.263 4.912
C -2.591 -1.514 3.986
C 0.401 -0.825 3.642
H -3.401 3.567 -1.341
H -4.189 2.133 -2.088
H -5.137 3.324 -1.289
H -6.089 2.680 0.491
H -6.154 1.433 2.717
H -3.944 0.639 3.625
H -2.436 1.922 4.618
H -1.841 0.824 5.894
H -0.692 1.875 5.007
H -2.147 -2.487 3.725
H -2.878 -1.540 5.050
H -3.509 -1.391 3.391
H 0.512 -1.585 2.852
H 1.183 -0.063 3.524
H 0.554 -1.319 4.617
*
```

## Properties
<S²> = 2.007
E_LUMO (alpha / beta) = 0.565 / 0.560 eV
HOMO level (alpha / beta) = -5.167 / -7.219 eV
energy above the lowest of the compared OMol25 structures with the same formula, charge and spin = 220.6 kJ/mol
max |F| = 2.73 eV Å⁻¹



No. 3
Density functional theory data (ωB97M-V/def2-TZVPD) for 4 unconnected molecules or ions with the total composition C25H58N5O at a distorted geometry.

The geometry in ORCA input format:
```
! wB97M-V def2-TZVPD RIJCOSX def2/J DEFGRID3
* xyz 1 1
C -2.578 -2.989 1.142
C -2.913 -3.006 -0.456
C -3.243 -4.471 -1.026
C -2.085 -5.119 -1.931
N -1.591 -4.103 -2.907
C -2.388 -3.475 -3.955
C -1.338 -2.514 -4.559
N -0.082 -2.647 -3.852
O 1.095 -2.011 -3.994
C -0.235 -3.642 -2.822
H -2.944 -1.999 1.593
H -3.079 -3.908 1.599
H -1.431 -3.048 1.211
H -3.853 -2.359 -0.630
H -2.046 -2.470 -0.971
H -4.171 -4.364 -1.708
H -3.553 -5.184 -0.171
H -2.590 -5.954 -2.556
H -1.256 -5.649 -1.339
H -3.479 -3.660 -4.206
H -1.501 -1.773 -5.405
H 1.216 -1.393 -3.221
H 0.491 -4.034 -2.039
C 5.951 -2.025 1.847
C 4.627 -1.591 1.231
N 4.122 -2.504 0.208
C 3.007 -1.953 -0.554
C 1.704 -1.671 0.195
C 3.972 -3.900 0.608
C 3.054 -4.204 1.792
H 6.718 -2.163 1.080
H 6.306 -1.256 2.538
H 5.855 -2.953 2.417
H 4.796 -0.611 0.772
H 3.897 -1.438 2.036
H 2.790 -2.613 -1.404
H 3.343 -1.013 -1.010
H 1.153 -2.590 0.405
H 1.051 -1.046 -0.426
H 1.867 -1.138 1.132
H 4.965 -4.300 0.836
H 3.641 -4.491 -0.255
H 3.194 -3.508 2.622
H 3.268 -5.208 2.170
H 2.004 -4.194 1.501
C -4.482 2.513 2.846
C -3.136 3.123 3.219
N -2.270 2.228 3.979
C -1.107 2.900 4.554
C -0.078 3.481 3.586
C -1.999 0.930 3.373
C -1.347 0.925 1.990
H -5.018 2.163 3.733
H -5.106 3.265 2.354
H -4.375 1.676 2.149
H -3.347 4.008 3.829
H -2.648 3.484 2.305
H -0.596 2.217 5.242
H -1.470 3.715 5.192
H 0.544 2.701 3.144
H 0.595 4.154 4.125
H -0.541 4.059 2.784
H -2.941 0.376 3.308
H -1.386 0.330 4.055
H -1.787 1.663 1.315
H -1.478 -0.058 1.527
H -0.273 1.103 2.051
C 1.517 5.862 -3.104
C 0.944 4.459 -3.267
N 1.062 3.628 -2.072
C 0.758 2.221 -2.317
C -0.671 1.863 -2.728
C 0.499 4.182 -0.844
C -0.988 4.537 -0.844
H 2.565 5.827 -2.794
H 1.469 6.393 -4.059
H 0.956 6.453 -2.377
H 1.500 3.981 -4.082
H -0.097 4.541 -3.605
H 1.026 1.635 -1.429
H 1.434 1.862 -3.102
H -1.356 1.901 -1.880
H -0.697 0.836 -3.110
H -1.053 2.512 -3.518
H 1.063 5.083 -0.583
H 0.696 3.496 -0.012
H -1.298 5.051 -1.756
H -1.204 5.205 -0.005
H -1.613 3.654 -0.711
*
```

## Properties
E_LUMO = -3.648 eV
HOMO level = -9.826 eV
max |F| = 6.63 eV Å⁻¹